This record from the OMol25 dataset describes a structure of composition C14H21FeNP. The level of theory is ωB97M-V/def2-TZVPD.

XYZ file:
```
38
Properties=species:S:1:pos:R:3:lowdin_spin:R:1
C -0.5135 0.1907 -1.3349 0.012
C -1.2392 1.4369 -1.2621 0.099
C -0.3329 2.4901 -0.9434 0.014
C 0.9734 1.9575 -0.8414 0.094
C 0.9384 0.5247 -1.0891 0.041
Fe 0.3209 -0.9158 0.4800 3.762
P 0.3784 -3.1135 0.1323 0.256
H -0.8504 -0.6933 -1.8961 0.004
H -2.2855 1.5730 -1.5195 0.007
H -0.6231 3.5179 -0.7197 -0.001
H 1.7774 -0.0466 -1.5229 0.023
H 1.8863 2.5329 -0.7171 0.006
H 1.5485 -3.4946 -0.5773 0.038
H -0.6020 -3.7613 -0.6557 0.066
H 0.4441 -4.0105 1.2311 0.021
C 2.3656 -1.3532 3.6013 0.080
N 2.2663 0.0784 3.9746 0.003
C 3.6101 0.7009 4.0745 0.013
C 1.3424 0.8661 3.0506 0.046
C -0.0357 0.2893 3.1264 0.047
C -0.6750 0.2875 4.3858 0.015
C -1.9601 -0.2505 4.5045 0.024
C -2.6508 -0.6735 3.3633 0.010
C -1.9992 -0.7163 2.1183 0.056
C -0.6663 -0.3105 2.0404 0.115
H 2.7760 -1.4251 2.5886 0.071
H 1.3753 -1.8096 3.6426 0.009
H 3.0333 -1.8427 4.3161 0.008
H 1.8309 0.1159 4.9127 0.001
H 4.0893 0.6549 3.0922 0.009
H 3.4913 1.7420 4.3857 0.001
H 4.1981 0.1504 4.8142 0.002
H 1.3772 1.8903 3.4461 0.004
H 1.7961 0.8530 2.0506 0.029
H -0.1821 0.7165 5.2691 0.002
H -2.4341 -0.3139 5.4879 0.001
H -3.6952 -0.9853 3.4482 0.001
H -2.5116 -1.0643 1.2205 0.009
```

Calculated values
F_max = 2.13 eV Å⁻¹
Multiplicity = 6
Orbital gap (spin up / spin down) = 3.30 / 6.81 eV
Electronic energy = -2205.6050 hartree